(1)
Formula: C16H27GdN2
Source: OMol25
Level of theory: the ωB97M-V functional and the def2-TZVPD basis

As for the energy relative to the best compared isomer or geometry (same formula, charge and spin): 0.0 kcal/mol. As for the frontier orbital gap (spin up / spin down): 7.92 / 5.51 eV. For the LUMO energy (spin up / spin down), the calculation gives -7.116 / -9.416 eV. Its largest force on an atom is 0.0379 Eh/bohr. The calculation puts the HOMO energy (spin up / spin down) at -0.55261 / -0.54850 Ha.

The geometry in ORCA input format:
```
! wB97M-V def2-TZVPD RIJCOSX def2/J DEFGRID3
* xyz 2 8
C 0.209 -0.157 3.010
H 0.342 0.379 3.953
H -0.839 -0.508 2.983
H 0.364 0.778 2.340
C 1.240 -1.293 2.963
H 1.169 -1.877 2.028
H 2.246 -0.865 2.985
C 1.144 -2.267 4.157
H 1.892 -3.064 4.065
H 1.336 -1.772 5.121
H 0.164 -2.756 4.232
C -0.612 0.134 -2.079
C -0.373 -1.222 -1.675
C -1.300 -1.546 -0.623
C -2.102 -0.385 -0.369
C -1.678 0.653 -1.272
C -2.386 1.936 -1.509
C -3.237 -0.311 0.590
C -1.451 -2.869 0.043
C 0.525 -2.173 -2.377
C 0.014 0.807 -3.249
Gd 0.229 0.173 0.318
H -3.530 0.731 0.769
H -4.119 -0.849 0.204
H -2.969 -0.768 1.555
H -2.944 2.234 -0.614
H -1.679 2.737 -1.761
H -3.105 1.854 -2.343
H 1.041 0.446 -3.393
H -0.542 0.609 -4.182
H 0.047 1.893 -3.104
H 0.783 -3.010 -1.719
H 0.055 -2.593 -3.283
H 1.448 -1.669 -2.687
H -1.590 -2.748 1.128
H -2.330 -3.414 -0.340
H -0.567 -3.497 -0.125
N 3.498 2.993 -0.417
C 2.592 3.819 -1.092
C 1.405 3.150 -1.083
N 1.560 1.947 -0.365
C 2.870 1.879 -0.022
H 4.489 3.215 -0.241
H 2.868 4.771 -1.494
H 0.460 3.417 -1.522
H 3.363 1.059 0.499
*
```

Atom charges from the Mulliken analysis, given in e for atoms 1 to 4: C -0.66; H 0.51; H 0.24; H 0.19

***

(2)
Formula: C3H8N4O2
Source: OMol25
Level of theory: the ωB97M-V functional and the def2-TZVPD basis

As for the energy relative to the best compared isomer or geometry (same formula, charge and spin): 121.2 kcal/mol. As for the frontier orbital gap: 9.39 eV. For the LUMO energy, the calculation gives 0.398 eV. The SMILES is [H]/N=C(/N)O/C(=N/[H])N(C)O. Its largest force on an atom is 0.1420 Eh/bohr. The calculation puts the HOMO energy at -0.33047 Ha.

The geometry in ORCA input format:
```
! wB97M-V def2-TZVPD RIJCOSX def2/J DEFGRID3
* xyz 0 1
H -1.551 -2.069 0.049
N -2.439 -1.500 0.168
C -2.126 -0.243 -0.200
N -2.942 0.802 -0.299
O -0.736 0.274 -0.270
C 0.288 -0.549 -0.221
N 0.277 -1.753 -0.163
H 1.256 -2.184 0.203
N 1.540 0.092 -0.302
C 1.664 1.301 0.193
O 2.714 -0.810 -0.358
H -2.453 1.877 -0.250
H -3.817 0.631 0.155
H 0.747 1.875 -0.129
H 2.019 1.348 1.330
H 2.410 1.622 -0.505
H 3.149 -0.714 0.599
*
```

Atom charges from the natural (NBO) analysis, given in e for atoms 1 to 4: H 0.41; N -0.76; C 0.67; N -0.83

***

> energy relative to the best compared isomer or geometry (same formula, charge and spin) of number 2 (C3H8N4O2)?

121.2 kcal/mol